[1]
Computed, not measured: C23H31FN2O13S4 as an isolated structure, with ωB97M-V/def2-TZVPD.

```
74
C23H31FN2O13S4 (ωB97M-V/def2-TZVPD)
O 2.0362 3.6992 -4.6953
C 1.4449 2.5976 -4.8265
N 0.5094 1.6600 -4.8549
C 0.0169 1.3700 -3.4632
C -0.4751 2.8085 -2.9523
C -1.4906 3.7370 -3.7385
C -1.8754 5.1694 -3.1599
C -1.2281 5.6477 -1.7891
C -0.2208 4.7474 -0.9822
C 0.1313 3.3446 -1.5881
O 1.1435 0.7759 -2.7178
S 1.2999 -0.7055 -3.5768
O 2.4939 -0.6113 -4.5099
O 1.5478 -1.8044 -2.5793
O -0.2358 -0.8621 -4.3195
C -1.0178 0.1410 -3.5470
C -2.3957 0.2947 -4.3597
O -2.3793 -0.0288 -5.5927
N -3.5846 0.7508 -3.6102
C -4.7361 1.0502 -4.4870
O -5.2976 0.2623 -5.2832
F -5.2933 2.3855 -4.3781
H -1.9307 3.3791 -4.7333
H -2.5889 5.8502 -3.7541
H -1.5261 6.7015 -1.4126
H 0.2972 5.0557 -0.0047
H 0.8703 2.6510 -1.0294
H -1.2056 -0.4459 -2.5674
H -3.8654 0.0405 -2.9049
C 4.8949 4.9968 1.8217
C 4.1963 6.2785 2.2781
C 2.7803 6.2599 1.7003
S 2.3382 4.5362 1.5150
O 2.1928 4.2490 0.1081
O 1.3171 4.1997 2.4816
C 3.8984 3.8724 2.0691
H 5.8297 4.8302 2.3615
H 5.1278 5.0633 0.7536
H 4.1476 6.2972 3.3721
H 4.7403 7.1709 1.9593
H 2.0670 6.7466 2.3671
H 2.7449 6.7259 0.7134
H 4.1326 2.9617 1.5176
H 3.8082 3.6541 3.1359
C -0.5684 -2.3182 1.7557
C -1.8768 -3.0531 2.0620
C -3.0247 -2.1439 1.6158
S -2.3809 -1.1391 0.2846
O -2.3551 0.2393 0.7187
O -2.9987 -1.5451 -0.9639
C -0.7184 -1.7799 0.3391
H 0.2947 -2.9756 1.8435
H -0.4362 -1.4892 2.4599
H -1.9107 -3.9861 1.5013
H -1.9619 -3.3051 3.1221
H -3.8769 -2.7213 1.2538
H -3.3419 -1.4760 2.4193
H -0.0066 -0.9885 0.1024
H -0.6459 -2.5843 -0.3972
C 1.0456 -7.9427 3.4342
C -0.1050 -7.8535 4.4382
C -0.6822 -6.4397 4.3505
S -0.3680 -5.8746 2.6828
O 0.5584 -4.7684 2.7400
O -1.6185 -5.8022 1.9627
C 0.5180 -7.3260 2.1455
H 1.3714 -8.9739 3.2813
H 1.9022 -7.3678 3.8018
H -0.8769 -8.5837 4.1732
H 0.2264 -8.0814 5.4541
H -1.7567 -6.4313 4.5392
H -0.1783 -5.7581 5.0387
H 1.3080 -7.0438 1.4493
H -0.1967 -7.9909 1.6546
```

Computed properties:
**E_HOMO**: -8.70 eV
**Molar mass**: 690.77 u
**Orbital gap**: 8.96 eV
**LUMO**: 0.3 eV
**DFT total energy**: -99998.858 eV

---

[2]
Computed, not measured: one molecule with the formula C23H31N3O4, with ωB97M-V/def2-TZVPD.

```
61
C23H31N3O4 (ωB97M-V/def2-TZVPD)
C 2.2264 -0.8959 2.7061
C 2.7843 -2.2219 2.1872
C 3.6744 -1.9994 0.9771
O 4.8819 -1.8998 1.0969
N 3.0849 -1.9288 -0.2432
C 1.6768 -1.8992 -0.5514
C 1.3035 -0.5166 -1.1001
N 2.0997 -0.2542 -2.2822
C 1.6465 0.8131 -3.1324
C 1.8282 2.2691 -2.6204
N 1.0804 2.5290 -1.4234
C -0.2198 2.7306 -1.3844
C -0.9758 2.7484 -0.2220
C -0.3706 2.4140 1.0449
O 0.8371 2.1860 1.1622
C -1.2660 2.3349 2.2587
C -2.7248 2.0359 1.9286
C -2.9758 0.6406 1.4028
C -1.9795 -0.1927 0.9240
C -2.2688 -1.4498 0.4145
C -3.5805 -1.9019 0.3764
O -3.9803 -3.1125 -0.1037
C -3.0069 -3.9858 -0.6196
C -4.5910 -1.0742 0.8685
C -4.2878 0.1702 1.3711
C -3.2098 3.0725 0.9087
C -2.3988 3.0355 -0.3680
O -2.9105 3.2586 -1.4503
C 3.5121 -0.2472 -1.9552
C 3.8939 -1.6226 -1.4051
H 1.6420 -1.0639 3.6082
H 1.5908 -0.4073 1.9720
H 3.0434 -0.2201 2.9463
H 1.9811 -2.9267 1.9692
H 3.4200 -2.6600 2.9586
H 1.4765 -2.6541 -1.3219
H 1.0765 -2.1193 0.3280
H 1.4804 0.2220 -0.3033
H 0.2455 -0.4973 -1.3715
H 0.5833 0.6492 -3.3296
H 2.1876 0.7326 -4.0801
H 1.4905 2.9435 -3.4129
H 2.8829 2.4627 -2.4195
H 1.5013 2.3648 -0.5017
H -0.7380 2.9037 -2.3223
H -1.2067 3.3102 2.7537
H -0.8503 1.5994 2.9512
H -3.3166 2.1548 2.8448
H -0.9478 0.1204 0.9424
H -1.4595 -2.0635 0.0500
H -3.5491 -4.8716 -0.9467
H -2.2764 -4.2722 0.1445
H -2.4840 -3.5461 -1.4756
H -5.6070 -1.4347 0.8435
H -5.0847 0.7930 1.7510
H -3.1092 4.0773 1.3309
H -4.2593 2.9209 0.6527
H 3.7608 0.5137 -1.1959
H 4.0850 -0.0429 -2.8617
H 3.7171 -2.3842 -2.1713
H 4.9405 -1.6401 -1.0990
```

Computed properties:
**ΔE to the lowest compared entry with this formula, charge and spin**: 22.48 kJ/mol
**E_HOMO**: -8.36 eV
**Molar mass**: 413.52 u
**Orbital gap**: 8.68 eV
**LUMO**: 0.3 eV
**DFT total energy**: -37015.098 eV

---

[3]
Computed, not measured: C23H32AsN6O3Pb as an isolated structure, with ωB97M-V/def2-TZVPD.

```
66
C23H32AsN6O3Pb (ωB97M-V/def2-TZVPD)
Pb 0.0733 0.2789 0.8714
C -2.6812 -2.0023 0.5864
C -3.2935 -1.3096 1.8229
C -2.4385 -1.1980 3.0633
C -2.8548 -1.7655 4.2622
C -2.1487 -1.4999 5.4251
C -1.0411 -0.6703 5.3605
C -0.6664 -0.1773 4.1247
N -1.3363 -0.4411 3.0023
N -2.0480 -1.0836 -0.3758
C -2.9921 -0.1428 -0.9807
C -2.3662 1.1629 -1.4289
C -2.8868 1.8440 -2.5227
C -2.3767 3.0911 -2.8461
C -1.3674 3.6288 -2.0619
C -0.8922 2.8871 -0.9948
N -1.3753 1.6790 -0.6974
C -1.3895 -1.8186 -1.4606
C -0.2025 -2.6755 -1.0867
C 0.0602 -3.8376 -1.8057
C 1.2440 -4.5196 -1.5794
C 2.1293 -4.0296 -0.6309
C 1.7646 -2.8949 0.0718
N 0.6309 -2.2360 -0.1457
H -3.4664 -2.5841 0.0819
H -1.9112 -2.7040 0.9118
H -4.2134 -1.8278 2.0880
H -3.5633 -0.2820 1.5767
H -3.7340 -2.3954 4.2893
H -2.4701 -1.9196 6.3690
H -0.4847 -0.3986 6.2465
H 0.1913 0.4822 4.0260
H -3.7534 0.1259 -0.2503
H -3.5175 -0.6038 -1.8276
H -3.6900 1.4115 -3.1050
H -2.7719 3.6403 -3.6904
H -0.9676 4.6122 -2.2681
H -0.1263 3.2580 -0.3220
H -1.0063 -1.0722 -2.1660
H -2.1211 -2.4414 -1.9958
H -0.6478 -4.1997 -2.5400
H 1.4742 -5.4178 -2.1367
H 3.0740 -4.5171 -0.4339
H 2.4103 -2.4885 0.8448
N 2.9061 0.8924 2.2004
N 2.7726 2.2696 2.4037
C 1.5025 2.9469 2.3976
O 1.5242 4.0279 2.9600
O 0.5143 2.4404 1.7392
H 3.1111 0.4048 3.0667
H 3.6518 0.7112 1.5408
H 3.4155 2.6830 3.0609
C 3.1082 2.9210 -1.4085
As 2.5215 1.2457 -2.1741
C 1.7495 1.5942 -3.9154
C 4.0788 0.1176 -2.4226
O 1.4108 0.4461 -1.2613
H 3.9920 3.2795 -1.9335
H 3.3280 2.7733 -0.3509
H 2.3055 3.6505 -1.5018
H 2.4762 2.0291 -4.5995
H 0.9094 2.2739 -3.7788
H 1.3860 0.6473 -4.3097
H 4.7575 0.5477 -3.1575
H 3.7349 -0.8591 -2.7579
H 4.5936 0.0090 -1.4694
```

Computed properties:
**E_HOMO**: -10.54 eV
**Molar mass**: 722.67 u
**Charge**: +1
**Orbital gap**: 8.54 eV
**LUMO**: -2.0 eV
**DFT total energy**: -105535.580 eV